Version P
Here is C2H8N2O2 as an isolated structure from the OMol25 dataset. Energies are from ωB97M-V with the def2-TZVPD basis set.

Calculated values
- LUMO energy: 0.88 eV
- HOMO-LUMO gap: 9.829 eV

XYZ file:
```
14
C2H8N2O2 | the OMol25 dataset | ωB97M-V with the def2-TZVPD basis set
C 1.459 0.836 0.124
C 0.242 0.056 -0.282
N -2.027 -0.299 -0.067
N -0.899 0.378 0.424
O 0.115 0.154 -1.633
O 0.548 -1.671 0.003
H 1.857 0.870 1.113
H 2.184 0.696 -0.689
H 1.219 1.888 0.135
H -2.848 -0.244 0.450
H -1.649 -1.318 -0.020
H -0.895 0.505 1.401
H -0.694 -0.168 -1.840
H 1.223 -1.957 -0.644
```



Version Q
Here is a 2-piece molecular cluster, C2H8N2O2 overall from the OMol25 dataset. Energies are from ωB97M-V with the def2-TZVPD basis set.

Calculated values
- SMILES string: CNC(N)=O.O
- LUMO energy: 0.66 eV
- HOMO-LUMO gap: 10.635 eV

XYZ file:
```
14
C2H8N2O2 | the OMol25 dataset | ωB97M-V with the def2-TZVPD basis set
C -0.043 0.831 1.413
N 0.344 0.531 0.050
C -0.616 0.378 -0.915
N -0.140 0.344 -2.208
O -1.787 0.201 -0.646
H 0.757 0.508 2.077
H -0.925 0.249 1.676
H -0.260 1.895 1.558
H 1.301 0.724 -0.192
H 0.665 0.868 -2.496
H -0.866 0.288 -2.913
O 0.854 -2.496 0.843
H 0.607 -1.725 0.305
H 0.110 -2.597 1.449
```



Version R
Here is a 2-piece molecular cluster, C2H8N2O2 overall from the OMol25 dataset. Energies are from ωB97M-V with the def2-TZVPD basis set.

Calculated values
- SMILES string: NC=O.NCO
- LUMO energy: 0.92 eV
- HOMO-LUMO gap: 10.265 eV

XYZ file:
```
14
C2H8N2O2 | the OMol25 dataset | ωB97M-V with the def2-TZVPD basis set
N -1.952 -0.237 1.291
C -1.745 -1.627 1.048
O -0.776 -2.003 0.400
H -2.732 0.337 0.982
H -1.020 0.217 1.243
H -2.617 -2.210 1.592
N 2.415 1.760 -0.920
C 1.205 1.114 -1.386
O 0.601 0.585 -0.326
H 3.152 1.119 -0.475
H 2.107 2.331 -0.018
H 1.444 0.497 -2.237
H 0.577 1.838 -1.908
H 0.488 -0.367 -0.340
```



Stability verdict: version Q, ahead by 46.7 kcal/mol